## P
DFT (ωB97M-V/def2-TZVPD) results for an isolated ion of composition C5H9O and charge +1.

ORCA input file:
```
! wB97M-V def2-TZVPD RIJCOSX def2/J DEFGRID3
* xyz 1 1
C -1.419 -0.795 -0.041
C -0.193 -1.114 0.329
C -1.928 0.527 -0.133
C 0.339 1.287 0.307
C 1.885 -0.334 -0.277
O 0.789 -0.048 0.526
H -2.111 -1.553 -0.029
H 0.258 -2.087 0.642
H -2.237 0.835 -1.194
H -2.758 0.903 0.669
H 0.694 1.842 -0.560
H 0.438 1.833 1.258
H 2.364 0.654 -0.361
H 2.298 -1.235 0.087
H 1.582 -0.717 -1.221
*
```

Molar mass: 85.13 g/mol
E_LUMO (alpha / beta): -4.706 / -4.706 eV

## Q
DFT (ωB97M-V/def2-TZVPD) results for an isolated ion of composition C5H9O and charge +1.

ORCA input file:
```
! wB97M-V def2-TZVPD RIJCOSX def2/J DEFGRID3
* xyz 1 1
C -0.739 0.028 1.012
C 0.750 -0.087 0.930
C -1.245 0.258 -0.333
C 0.902 -0.074 -1.596
C 0.822 -0.855 -0.370
O -0.428 -0.563 -1.120
H -1.133 -0.900 1.172
H -1.168 0.805 1.666
H 1.087 0.929 0.866
H 1.237 -0.551 1.759
H -2.249 -0.116 -0.431
H -1.168 1.279 -0.706
H 1.023 0.985 -1.610
H 0.969 -0.533 -2.629
H 1.135 -1.917 -0.571
*
```

Molar mass: 85.13 g/mol
E_LUMO: -2.994 eV

Relative energies, in eV, with the most stable structure set to zero: P 3.635; Q 0.000.

## P
DFT (ωB97M-V/def2-TZVPD) results for a 5-piece molecular cluster, C3H16O4S overall.

ORCA input file:
```
! wB97M-V def2-TZVPD RIJCOSX def2/J DEFGRID3
* xyz 0 1
C -2.085 0.256 -1.359
C -2.588 -0.732 -0.374
S -1.811 -2.268 -0.437
C -0.213 -1.797 -1.108
H -2.613 1.207 -1.259
H -2.177 0.028 -2.415
H -0.976 0.451 -1.154
H -3.649 -1.027 -0.525
H -2.419 -0.319 0.635
H -0.078 -1.601 -2.227
H 0.353 -1.032 -0.556
H 0.480 -2.654 -0.946
O 3.233 0.805 1.384
H 3.278 1.087 0.449
H 4.066 1.176 1.722
O 0.987 -0.701 2.197
H 0.508 -1.438 1.874
H 1.832 -0.667 1.580
O 1.813 1.396 -1.109
H 1.628 2.131 -1.606
H 1.231 0.695 -1.217
O -0.459 1.856 1.816
H -0.036 0.935 1.854
H -0.305 2.215 2.780
*
```

Structure (SMILES): CCSC.O.O.O.O
Molar mass: 148.22 g/mol
E_LUMO: 0.454 eV

## Q
DFT (ωB97M-V/def2-TZVPD) results for a 5-piece molecular cluster, C3H16O4S overall.

ORCA input file:
```
! wB97M-V def2-TZVPD RIJCOSX def2/J DEFGRID3
* xyz 0 1
C 0.353 -0.823 2.504
C 0.803 -0.253 1.171
C 2.012 -0.958 0.585
S 2.597 -0.113 -0.942
H -0.532 -0.280 2.858
H 0.068 -1.876 2.519
H 1.090 -0.674 3.300
H 0.914 0.820 1.271
H 0.009 -0.423 0.434
H 2.794 -1.018 1.344
H 1.780 -1.978 0.277
H 3.323 0.795 -0.259
O -0.908 -0.623 -2.468
H -1.307 -0.672 -1.582
H -1.560 -1.074 -3.012
O 0.332 1.841 -2.309
H 1.144 1.743 -1.791
H 0.207 0.964 -2.726
O -1.827 1.653 -0.540
H -1.901 2.422 0.036
H -1.065 1.795 -1.129
O -2.929 -0.705 -0.071
H -2.812 -0.715 0.888
H -2.585 0.152 -0.359
*
```

Structure (SMILES): CCCS.O.O.O.O
Molar mass: 148.22 g/mol
E_LUMO: 0.602 eV

Relative energies, in eV, with the most stable structure set to zero: P 1.449; Q 0.000.

## P
DFT (ωB97M-V/def2-TZVPD) results for C17H31F3O in the gas phase.

ORCA input file:
```
! wB97M-V def2-TZVPD RIJCOSX def2/J DEFGRID3
* xyz 0 1
C -10.219 -2.590 0.233
C -8.790 -2.148 0.522
C -8.492 -0.770 -0.064
C -7.062 -0.319 0.225
C -6.768 1.056 -0.371
C -5.384 1.593 -0.007
C -4.240 0.803 -0.639
C -2.882 1.432 -0.338
C -1.738 0.633 -0.959
C -0.364 1.275 -0.761
C 0.118 1.220 0.688
C 1.480 1.882 0.897
C 2.632 1.114 0.252
C 3.980 1.752 0.584
C 5.142 1.011 -0.077
C 5.418 -0.315 0.557
O 4.964 -0.753 1.571
C 6.447 -1.156 -0.267
F 6.771 -2.301 0.323
F 5.958 -1.450 -1.484
F 7.584 -0.467 -0.468
H -10.410 -3.573 0.658
H -10.394 -2.640 -0.840
H -10.930 -1.887 0.662
H -8.630 -2.122 1.602
H -8.093 -2.877 0.102
H -9.192 -0.042 0.354
H -8.650 -0.796 -1.145
H -6.907 -0.283 1.306
H -6.369 -1.056 -0.185
H -7.522 1.761 -0.010
H -6.860 1.005 -1.459
H -5.270 1.587 1.080
H -5.315 2.633 -0.339
H -4.246 -0.221 -0.262
H -4.387 0.760 -1.721
H -2.752 1.487 0.744
H -2.861 2.453 -0.728
H -1.729 -0.374 -0.536
H -1.926 0.536 -2.032
H -0.403 2.316 -1.090
H 0.352 0.751 -1.397
H -0.608 1.729 1.324
H 0.171 0.178 1.011
H 1.453 2.899 0.498
H 1.671 1.954 1.970
H 2.621 0.084 0.612
H 2.504 1.096 -0.832
H 3.984 2.788 0.244
H 4.127 1.748 1.665
H 6.066 1.593 0.002
H 4.954 0.859 -1.144
*
```

Structure (SMILES): CCCCCCCCCCCCCCCC(=O)C(F)(F)F
Molar mass: 308.43 g/mol
E_LUMO: 0.693 eV

## Q
DFT (ωB97M-V/def2-TZVPD) results for C17H31F3O as an isolated structure.

ORCA input file:
```
! wB97M-V def2-TZVPD RIJCOSX def2/J DEFGRID3
* xyz 0 1
C 3.369 -2.559 -7.693
H 2.469 -3.268 -7.912
C 3.979 -3.027 -6.320
C 3.079 -3.144 -5.278
C 3.706 -3.570 -4.166
C 2.989 -3.668 -2.901
C 3.836 -3.983 -1.651
C 2.668 -4.420 -0.356
C 1.983 -3.163 0.093
C 1.165 -3.264 1.367
C 0.409 -2.251 1.903
C 1.123 -1.076 2.228
C 0.112 0.304 2.545
C -0.494 0.906 1.658
C -1.397 2.072 2.017
C -1.932 2.848 0.862
C -2.749 4.199 1.240
O -2.421 5.222 0.924
C -3.931 3.819 2.565
F -4.336 2.684 2.366
F -3.356 3.816 3.619
F -4.575 4.751 2.415
H -2.752 2.069 0.635
H -1.196 3.083 0.132
H -2.150 1.605 2.937
H -0.653 2.900 2.549
H 0.128 1.327 0.638
H -1.247 0.124 1.282
H -0.323 -0.073 3.408
H 0.916 1.090 3.177
H 1.756 -1.288 3.132
H 1.672 -0.627 1.347
H -0.338 -2.410 2.632
H -0.325 -1.808 0.789
H 0.570 -4.158 1.150
H 1.918 -3.609 2.410
H 1.203 -2.803 -0.684
H 2.978 -2.139 0.370
H 2.046 -5.117 -0.568
H 3.509 -4.797 0.557
H 4.459 -3.121 -1.271
H 4.529 -4.995 -1.686
H 2.244 -4.485 -3.104
H 2.447 -2.694 -2.807
H 4.386 -4.693 -4.191
H 4.539 -2.733 -3.753
H 2.328 -3.783 -5.535
H 2.570 -2.038 -5.152
H 4.484 -4.113 -6.577
H 4.980 -2.416 -6.258
H 3.971 -2.597 -8.533
H 2.805 -1.710 -7.553
*
```

Molar mass: 308.43 g/mol
E_LUMO: 0.899 eV

Relative energies, in eV, with the most stable structure set to zero: P 0.000; Q 17.309.

## P
DFT (ωB97M-V/def2-TZVPD) results for a 2-piece molecular cluster, CH5N2O2 overall.

ORCA input file:
```
! wB97M-V def2-TZVPD RIJCOSX def2/J DEFGRID3
* xyz -1 1
C -0.340 -0.473 -1.102
N -0.729 0.452 2.260
N 0.666 -0.113 -1.836
O 0.730 0.448 -3.001
O 0.111 -0.460 1.550
H -1.182 -0.057 -1.777
H -0.231 -0.667 -0.012
H -0.083 1.311 2.306
H -0.649 -0.087 3.179
H 1.708 -0.354 -1.569
*
```

Molar mass: 77.06 g/mol
E_LUMO: 4.608 eV

## Q
DFT (ωB97M-V/def2-TZVPD) results for CH5N2O2 as an isolated structure.

ORCA input file:
```
! wB97M-V def2-TZVPD RIJCOSX def2/J DEFGRID3
* xyz -1 1
C -0.257 1.012 0.279
N -1.115 -1.238 -0.108
N 1.447 0.464 -0.387
O 1.951 -0.656 0.240
O -1.280 0.208 -0.136
H -0.492 1.996 -0.047
H 0.022 1.063 1.278
H -0.815 -1.472 0.823
H -0.378 -1.407 -0.776
H 0.917 0.032 -1.166
*
```

Molar mass: 77.06 g/mol
E_LUMO: 4.566 eV

Relative energies, in eV, with the most stable structure set to zero: P 0.000; Q 0.417.